No. 1
14
Properties=species:S:1:pos:R:3:mulliken_charge:R:1 method="wB97M-V/def2-TZVPD" max_force_ha_per_bohr=0.069 homo_lumo_gap_ev=8.71 e_homo_ha=-0.327
C -0.878 -0.381 -1.424 0.239
C -0.728 -1.183 -2.518 -0.826
C -0.141 1.324 -0.033 -0.406
N -0.025 0.720 -1.193 -0.055
H -1.704 -0.430 -0.746 0.255
H -0.025 -0.993 -3.326 0.250
H -1.307 -2.086 -2.625 0.247
H 0.396 2.278 0.107 0.321
H -0.897 0.951 0.634 0.373
H 0.774 0.935 -1.829 0.279
O 0.992 0.906 1.917 -0.643
C 0.702 -0.368 2.014 0.156
O -0.006 -1.048 1.228 -0.586
H 1.314 -0.915 2.751 0.397

No. 2
64
Properties=species:S:1:pos:R:3:mulliken_charge:R:1 method="wB97M-V/def2-TZVPD" max_force_ha_per_bohr=0.003 homo_lumo_gap_ev=6.87 e_homo_ha=-0.386 charge=+1
Rh 0.392 2.445 1.216 -0.259
S -1.505 1.313 0.808 -0.440
P -1.322 0.886 2.826 2.032
C 0.307 1.392 2.959 -1.442
P 1.659 0.374 2.694 1.917
S 1.799 0.784 0.669 -0.383
C 1.589 -1.382 3.051 0.420
C 0.993 -2.253 2.138 -0.258
C 0.879 -3.597 2.449 -0.665
C 1.349 -4.071 3.668 -0.467
C 1.935 -3.206 4.581 -0.782
C 2.060 -1.860 4.273 -0.520
C 3.116 0.979 3.554 0.282
C 2.987 1.924 4.565 -0.177
C 4.118 2.371 5.238 -0.757
C 5.367 1.878 4.896 -0.429
C 5.497 0.935 3.882 -0.735
C 4.375 0.481 3.214 -0.313
C -2.415 1.960 3.774 0.531
C -3.762 1.628 3.917 -0.449
C -4.614 2.478 4.602 -0.710
C -4.125 3.658 5.150 -0.445
C -2.785 3.987 5.014 -0.726
C -1.927 3.140 4.326 -0.282
C -1.827 -0.787 3.232 0.217
C -1.564 -1.278 4.512 -0.164
C -1.960 -2.560 4.848 -0.687
C -2.636 -3.344 3.920 -0.514
C -2.903 -2.855 2.651 -0.781
C -2.491 -1.576 2.301 -0.223
H 0.619 -1.873 1.195 0.293
H 0.424 -4.278 1.741 0.438
H 1.263 -5.124 3.904 0.437
H 2.303 -3.579 5.526 0.431
H 2.535 -1.186 4.975 0.452
H 2.004 2.304 4.813 0.447
H 4.021 3.103 6.029 0.422
H 6.246 2.228 5.421 0.393
H 6.474 0.555 3.615 0.409
H 4.476 -0.257 2.426 0.391
H -4.145 0.703 3.501 0.369
H -5.658 2.219 4.713 0.405
H -4.790 4.317 5.690 0.397
H -2.404 4.901 5.451 0.414
H -0.875 3.377 4.230 0.210
H -1.053 -0.660 5.243 0.389
H -1.749 -2.948 5.835 0.456
H -2.956 -4.342 4.189 0.428
H -3.429 -3.468 1.931 0.437
H -2.676 -1.199 1.303 0.435
O 0.522 3.901 -0.388 -0.620
S 0.297 3.500 -1.853 0.537
C 1.375 4.631 -2.773 -0.616
C 0.558 5.866 -3.190 -0.618
C -0.740 5.866 -2.380 -0.612
C -1.179 4.409 -2.329 -0.720
H 1.794 4.081 -3.614 0.427
H 2.178 4.850 -2.069 0.316
H 0.328 5.804 -4.254 0.298
H 1.132 6.777 -3.033 0.308
H -1.505 6.493 -2.834 0.385
H -0.565 6.228 -1.366 0.286
H -1.474 4.030 -3.311 0.409
H -1.954 4.170 -1.602 0.375

No. 3
80
Properties=species:S:1:pos:R:3:mulliken_charge:R:1 method="wB97M-V/def2-TZVPD" max_force_ha_per_bohr=0.038 homo_lumo_gap_ev=5.69 e_homo_ha=-0.044 charge=-2
Sr 0.144 0.557 -0.256 1.830
C -0.734 0.607 -4.084 -1.410
C -0.191 2.003 -3.951 1.323
C -0.769 3.055 -4.656 -0.923
C -0.314 4.354 -4.497 -0.742
C 0.725 4.607 -3.613 -0.888
C 1.323 3.582 -2.892 1.428
C 2.404 3.877 -1.891 -1.406
C 0.870 2.263 -3.074 -0.201
N 1.378 1.215 -2.278 0.154
C 2.642 0.853 -2.459 -0.895
O 3.454 1.244 -3.318 -0.797
C 3.157 -0.140 -1.416 0.868
C 4.518 -0.148 -1.140 -0.734
C 4.981 -1.011 -0.161 -0.376
C 4.085 -1.835 0.501 -0.743
C 2.737 -1.749 0.176 0.739
N 2.294 -0.924 -0.771 -0.186
C 1.731 -2.635 0.904 -0.755
O 2.198 -3.600 1.547 -0.804
N 0.464 -2.245 0.807 1.374
C -0.458 -3.108 1.434 -0.542
C -0.719 -4.384 0.914 1.163
C 0.118 -4.931 -0.206 -1.615
C -1.751 -5.147 1.454 -0.924
C -2.509 -4.684 2.521 -0.913
C -2.208 -3.446 3.068 -0.811
C -1.189 -2.656 2.544 0.934
C -0.831 -1.353 3.193 -1.023
H -1.328 0.511 -4.997 0.435
H -1.395 0.367 -3.245 0.162
H 0.069 -0.132 -4.105 0.247
H -1.602 2.846 -5.319 0.316
H -0.787 5.168 -5.035 0.365
H 1.068 5.626 -3.457 0.284
H 2.579 4.953 -1.825 0.421
H 3.337 3.381 -2.168 0.264
H 2.125 3.515 -0.896 0.193
H 5.157 0.517 -1.702 0.474
H 6.035 -1.038 0.091 0.374
H 4.376 -2.537 1.268 0.486
H 0.244 -4.201 -1.013 0.338
H -0.329 -5.839 -0.615 0.441
H 1.125 -5.154 0.158 0.370
H -1.952 -6.127 1.029 0.313
H -3.312 -5.288 2.928 0.385
H -2.769 -3.074 3.920 0.315
H -1.457 -1.173 4.070 0.419
H -0.944 -0.498 2.523 -0.096
H 0.218 -1.340 3.497 0.281
N -1.883 -2.606 -1.226 -0.442
C -2.738 -1.910 -0.384 0.130
C -3.967 -2.462 0.008 -0.958
C -4.778 -1.727 0.840 -0.309
C -4.374 -0.459 1.251 -1.193
C -3.157 0.008 0.795 -0.280
N -2.344 -0.697 0.001 1.091
H -1.988 -3.606 -1.141 0.407
H -0.914 -2.353 -1.056 0.032
H -4.238 -3.458 -0.316 0.404
H -5.722 -2.142 1.177 0.357
H -4.985 0.155 1.897 0.431
H -2.805 1.000 1.063 0.337
C 2.175 3.209 3.643 -1.725
C 1.234 2.845 2.483 1.287
C -0.211 2.896 2.984 -1.247
C 1.531 1.499 1.820 -1.080
H 1.966 4.204 4.065 0.459
H 3.218 3.186 3.315 0.367
H 2.073 2.471 4.449 0.276
H 1.343 3.639 1.727 0.001
H -0.387 2.060 3.674 0.173
H -0.918 2.805 2.156 0.088
H -0.440 3.824 3.524 0.441
H 1.519 0.722 2.613 0.096
H 2.581 1.506 1.463 0.232
O -3.073 1.946 -1.906 -0.633
N -2.465 2.684 -1.098 0.816
O -2.769 3.881 -0.916 -0.710
O -1.491 2.174 -0.415 -0.761

No. 4
61
Properties=species:S:1:pos:R:3:mulliken_charge:R:1 method="wB97M-V/def2-TZVPD" max_force_ha_per_bohr=0.004 homo_lumo_gap_ev=6.74 e_homo_ha=-0.422 charge=+1
V 0.199 -1.049 -0.389 -0.442
O 0.869 -1.744 3.444 -0.554
C 1.305 -1.482 2.368 0.206
O 0.469 -1.337 1.291 -0.063
C 2.735 -1.231 2.054 0.296
C 3.576 -1.073 3.153 -0.805
C 4.919 -0.793 2.982 -0.591
C 5.433 -0.681 1.697 -0.673
C 4.610 -0.855 0.597 -0.777
C 3.254 -1.132 0.760 1.129
S 2.374 -1.408 -0.763 -0.459
H 3.143 -1.165 4.139 0.522
H 5.561 -0.666 3.843 0.433
H 6.482 -0.464 1.546 0.419
H 5.018 -0.785 -0.403 0.473
C 0.710 -0.164 -3.348 -1.095
N 0.114 -1.297 -2.604 0.608
C 0.691 -2.560 -3.128 -1.115
C -1.354 -1.320 -2.864 -0.910
C -1.975 -2.249 -1.873 1.334
C -3.092 -3.029 -2.124 -1.019
C -3.591 -3.849 -1.119 -0.655
C -2.974 -3.896 0.123 -0.730
C -1.848 -3.121 0.380 -0.142
C -1.349 -2.299 -0.627 0.443
H 0.490 -0.272 -4.413 0.384
H 1.788 -0.157 -3.205 0.318
H 0.289 0.771 -2.984 0.339
H 0.453 -2.650 -4.191 0.371
H 0.273 -3.408 -2.590 0.366
H 1.770 -2.554 -3.008 0.412
H -1.539 -1.612 -3.902 0.563
H -1.724 -0.301 -2.722 0.405
H -3.568 -3.007 -3.097 0.492
H -4.462 -4.462 -1.311 0.403
H -3.366 -4.541 0.898 0.454
H -1.375 -3.160 1.352 0.502
N -0.446 0.549 -0.467 -0.127
C -0.721 1.638 0.178 -0.311
C -1.947 2.366 -0.158 0.458
C -3.054 1.653 -0.631 -0.298
C -4.215 2.325 -0.965 -0.880
C -4.269 3.710 -0.851 -0.412
C -3.170 4.424 -0.392 -0.864
C -2.012 3.756 -0.033 -0.213
C 0.193 2.111 1.227 0.788
C -0.319 2.667 2.403 -0.359
C 0.546 3.036 3.419 -0.896
C 1.918 2.885 3.254 -0.527
C 2.431 2.353 2.078 -0.652
C 1.571 1.953 1.072 -0.289
H -3.003 0.573 -0.696 0.487
H -5.080 1.774 -1.309 0.441
H -5.177 4.235 -1.118 0.410
H -3.217 5.501 -0.313 0.422
H -1.151 4.309 0.317 0.547
H -1.388 2.774 2.532 0.555
H 0.151 3.442 4.340 0.432
H 2.590 3.185 4.047 0.447
H 3.500 2.240 1.951 0.460
H 1.962 1.541 0.150 0.539

No. 5
83
Properties=species:S:1:pos:R:3:lowdin_spin:R:1 method="wB97M-V/def2-TZVPD" max_force_ha_per_bohr=0.039 homo_lumo_gap_ev="7.55 / 7.58" e_homo_ha="-0.491 / -0.491" spin_multiplicity=3 charge=+2 s2=2.002
Tm -0.073 -0.816 1.138 2.010
C -0.307 -2.157 5.469 0.000
C -0.961 -2.685 4.199 0.000
C -2.250 -1.909 3.894 0.000
C -0.014 -2.727 3.008 0.000
C 1.242 -2.110 3.002 -0.001
C 2.157 -2.335 1.963 -0.001
C 1.856 -3.196 0.910 0.000
C 2.923 -3.667 -0.032 0.000
C 0.560 -3.725 0.857 -0.001
C -0.356 -3.495 1.879 -0.001
H -1.004 -2.252 6.300 0.000
H -0.058 -1.095 5.380 0.000
H 0.597 -2.709 5.733 0.000
H -1.238 -3.730 4.366 0.000
H -2.038 -0.844 3.770 0.000
H -2.945 -2.005 4.727 0.000
H -2.754 -2.269 2.996 0.000
H 1.567 -1.566 3.879 0.000
H 3.162 -1.938 2.053 0.000
H 2.504 -4.066 -0.952 0.000
H 3.479 -4.473 0.455 0.000
H 3.636 -2.878 -0.272 0.000
H 0.303 -4.412 0.061 0.000
H -1.304 -4.017 1.873 0.000
Br -4.768 0.354 -0.035 0.000
C -3.667 1.295 1.158 0.000
C -4.145 2.493 1.727 0.000
C -3.384 3.180 2.622 0.000
Br -4.062 4.766 3.368 0.000
C -2.098 2.706 2.987 0.000
C -1.260 3.327 3.940 0.000
C -0.040 2.788 4.240 0.000
C 0.367 1.631 3.570 0.000
N -0.372 1.018 2.670 -0.002
C -1.625 1.525 2.382 0.001
C -2.431 0.796 1.464 0.000
O -1.960 -0.361 0.955 -0.001
H -5.127 2.856 1.457 0.000
H -1.599 4.229 4.433 0.000
H 0.611 3.239 4.975 0.000
H 1.344 1.202 3.774 0.000
O 0.449 -0.961 -0.874 -0.002
P 0.560 -0.049 -2.115 0.000
N 1.160 1.352 -1.515 0.000
C 1.562 2.478 -2.394 0.000
C 1.350 3.712 -1.519 0.000
C 1.585 3.190 -0.102 0.000
C 0.932 1.811 -0.144 0.000
N -0.816 0.292 -2.875 0.000
C -1.749 1.341 -2.398 0.000
C -2.834 1.327 -3.466 0.000
C -2.972 -0.163 -3.783 0.000
C -1.532 -0.690 -3.742 0.000
N 1.509 -0.754 -3.214 0.000
C 2.743 -1.470 -2.804 0.000
C 3.683 -1.347 -4.012 0.000
C 3.159 -0.132 -4.778 0.000
C 1.654 -0.268 -4.613 0.000
H 0.955 2.504 -3.300 0.000
H 2.608 2.373 -2.686 0.000
H 0.324 4.075 -1.617 0.000
H 2.020 4.525 -1.787 0.000
H 1.146 3.825 0.666 0.000
H 2.653 3.090 0.100 0.000
H -0.138 1.892 0.087 0.000
H 1.417 1.151 0.591 0.000
H -1.241 2.300 -2.306 0.000
H -2.179 1.071 -1.427 0.000
H -2.495 1.878 -4.345 0.000
H -3.761 1.776 -3.114 0.000
H -3.442 -0.353 -4.746 0.000
H -3.571 -0.651 -3.012 0.000
H -1.079 -0.707 -4.732 0.000
H -1.479 -1.696 -3.326 0.000
H 2.517 -2.506 -2.569 0.000
H 3.173 -1.000 -1.916 0.000
H 3.606 -2.238 -4.635 0.000
H 4.723 -1.245 -3.708 0.000
H 3.461 -0.126 -5.823 0.000
H 3.507 0.794 -4.316 0.000
H 1.265 -1.022 -5.300 0.000
H 1.098 0.653 -4.773 0.000

No. 6
13
Properties=species:S:1:pos:R:3:lowdin_spin:R:1 method="wB97M-V/def2-TZVPD" max_force_ha_per_bohr=0.077 homo_lumo_gap_ev="5.14 / 4.32" e_homo_ha="-0.235 / -0.234" spin_multiplicity=2 s2=0.755
H 2.850 -3.840 -1.817 0.724
O 0.210 -3.135 -1.111 0.076
C 0.684 -3.480 -2.201 0.109
C -0.187 -4.157 -3.254 -0.002
O -0.239 -5.556 -3.013 0.008
C -1.165 -6.083 -2.114 0.000
O -1.880 -5.287 -1.475 0.000
O -1.144 -7.319 -2.086 0.001
Hg 0.509 -7.721 -3.595 0.012
Li -1.551 -3.715 -0.590 0.003
H 1.471 -2.837 -2.644 0.071
H 0.261 -4.030 -4.247 0.000
H -1.194 -3.720 -3.255 -0.001